This record from OMol25 describes a structure of composition C13H9BrCl5CoN2O2. The level of theory is ωB97M-V with the def2-TZVPD basis set.

Last column: Mulliken spin population.
Cartesian coordinates (Å):
Co1 -0.156830 -0.089942 -0.141841  2.822
Cl1 0.896129 1.795195 -1.867437  0.023
C1 1.325563 2.271205 -0.242899  -0.085
C2 0.894826 1.439603 0.744615  0.274
C3 1.272952 1.819590 2.071222  0.228
Cl2 0.784392 0.808133 3.317523  0.137
C4 2.033097 2.983875 2.371219  0.028
Cl3 2.431353 3.363478 3.976448  0.011
C5 2.441665 3.792299 1.332550  0.064
Cl4 3.357681 5.181789 1.601691  0.032
C6 2.084821 3.444048 -0.024479  0.224
Cl5 2.574779 4.406282 -1.289420  0.128
N1 -4.746819 0.851773 -0.327392  0.002
C7 -4.064866 -0.231381 0.467714  -0.002
C8 -2.570937 -0.133438 0.212713  -0.001
O1 -1.823192 -0.996218 0.723746  0.040
O2 -2.142114 0.809184 -0.505496  0.022
H1 -5.310564 1.470501 0.255482  0.000
H2 -5.353942 0.474920 -1.055736  0.000
H3 -3.994675 1.404422 -0.776398  0.002
H4 -4.445399 -1.201396 0.159260  0.001
H5 -4.279182 -0.090066 1.524295  0.001
Br1 0.441616 -5.727182 -0.302103  0.000
C9 1.145160 -4.063028 -0.775422  -0.001
C10 2.350072 -3.954799 -1.453340  0.003
C11 2.821500 -2.691809 -1.777462  0.004
C12 2.080744 -1.586019 -1.416948  0.007
N2 0.913210 -1.691506 -0.761529  0.034
C13 0.452205 -2.911577 -0.444895  0.000
H6 2.908727 -4.841331 -1.721419  0.000
H7 3.754438 -2.566002 -2.307445  0.000
H8 2.413386 -0.584360 -1.651643  0.005
H9 -0.489796 -2.956242 0.084827  -0.003

Cartesian forces, eV/Å:
-0.08 0.02 0.42
0.10 0.18 -0.01
-0.06 -0.06 -0.16
0.14 0.06 -0.05
-0.14 -0.18 -0.19
0.00 -0.01 0.07
0.04 0.06 0.00
0.01 0.00 0.00
-0.10 -0.11 -0.28
0.03 0.06 0.07
0.06 -0.01 0.35
0.01 0.04 -0.08
0.00 -0.01 0.02
-0.10 0.14 -0.08
-0.01 -0.08 0.03
0.01 0.09 -0.06
-0.07 -0.12 -0.02
-0.02 0.01 0.01
-0.01 0.00 -0.02
0.05 -0.03 0.02
0.04 -0.02 0.02
0.03 -0.03 0.01
-0.03 -0.08 0.02
0.01 0.11 -0.01
0.02 0.00 -0.01
-0.03 0.01 0.01
-0.02 0.00 0.02
0.07 -0.01 -0.11
0.01 0.02 0.00
-0.01 -0.01 0.00
0.01 0.00 0.01
0.02 -0.01 -0.01
0.01 -0.03 0.01

## Properties
2S+1 ... 5
Total energy ... -190968.0858 eV
Energy relative to the best compared isomer or geometry (same formula, charge and spin) ... 0.000 eV
HOMO (spin up / spin down) ... -14.6 / -14.6 eV
Net charge ... +2
Orbital gap (spin up / spin down) ... 8.5 / 4.9 eV